Entry 1:
{"formula": "C21H21NO2PdS", "method": "wB97M-V/def2-TZVPD", "s_squared": 6.041, "total_charge": 2, "de_lowest_kj_mol": 55.9, "multiplicity": 5, "homo_ha": [-0.5521, -0.5577], "elements": ["Pd", "C", "C", "C", "C", "C", "C", "C", "C", "C", "H", "H", "H", "H", "H", "H", "H", "H", "H", "H", "H", "H", "O", "C", "O", "C", "C", "C", "C", "C", "N", "H", "H", "H", "H", "S", "C", "C", "C", "C", "C", "C", "H", "H", "H", "H", "H"], "coordinates": [[-0.264, 0.081, -0.005], [-1.865, 2.372, -2.240], [-1.878, 0.999, -1.639], [-1.319, -0.090, -2.330], [-1.411, -1.405, -1.838], [-0.857, -2.546, -2.615], [-2.057, -1.611, -0.599], [-2.666, -0.554, 0.108], [-3.514, -0.817, 1.316], [-2.526, 0.754, -0.402], [-0.938, 2.901, -2.004], [-2.697, 2.969, -1.870], [-1.927, 2.312, -3.325], [-0.874, 0.075, -3.304], [0.200, -2.682, -2.363], [-0.906, -2.353, -3.686], [-1.375, -3.475, -2.387], [-2.169, -2.623, -0.227], [-2.954, -0.675, 2.242], [-3.885, -1.840, 1.312], [-4.361, -0.134, 1.343], [-3.037, 1.567, 0.098], [3.566, -1.450, 0.121], [2.389, -1.242, 0.269], [1.508, -0.933, -0.623], [1.798, -1.360, 1.691], [2.501, -1.986, 2.704], [1.898, -2.081, 3.950], [0.635, -1.538, 4.143], [0.008, -0.914, 3.081], [0.587, -0.841, 1.879], [3.484, -2.380, 2.491], [2.411, -2.575, 4.765], [0.134, -1.593, 5.099], [-0.969, -0.461, 3.189], [0.921, 2.197, 0.641], [1.521, 3.702, 1.157], [2.933, 3.860, 1.218], [3.448, 5.059, 1.635], [2.589, 6.110, 1.984], [1.195, 5.951, 1.924], [0.651, 4.762, 1.518], [3.582, 3.041, 0.936], [4.520, 5.189, 1.692], [3.006, 7.058, 2.299], [0.546, 6.772, 2.198], [-0.422, 4.630, 1.467]], "mulliken_spin": [1.14, 0.01, 0.08, 0.11, 0.05, 0.00, 0.12, 0.05, 0.00, 0.05, 0.00, 0.00, 0.00, 0.01, 0.01, 0.00, 0.00, 0.01, 0.01, 0.00, 0.00, 0.01, 0.05, 0.00, 0.29, -0.01, 0.01, -0.01, 0.01, -0.02, 0.19, 0.00, 0.00, 0.00, 0.00, 1.28, 0.17, 0.12, -0.01, 0.21, 0.01, 0.09, -0.01, 0.00, 0.00, 0.01, -0.01]}

=====

Entry 2:
{"formula": "C21H21O5PW", "method": "wB97M-V/def2-TZVPD", "s_squared": 2.011, "total_charge": 2, "de_lowest_kj_mol": 0.0, "multiplicity": 3, "homo_ha": [-0.5645, -0.5862], "elements": ["W", "O", "C", "O", "C", "C", "C", "C", "C", "O", "C", "C", "O", "O", "H", "H", "H", "H", "H", "H", "H", "H", "C", "P", "C", "C", "C", "C", "C", "C", "C", "C", "C", "C", "C", "C", "H", "H", "H", "H", "H", "H", "H", "H", "H", "H", "H", "H", "H"], "coordinates": [[0.137, 0.304, -0.728], [2.994, 2.965, -1.632], [2.431, 2.188, -0.953], [1.101, 1.820, -1.257], [2.961, 1.526, 0.312], [1.919, 1.601, 1.440], [2.532, 1.298, 2.795], [2.808, -0.223, 2.702], [2.295, -0.568, 1.315], [1.140, 0.362, 1.165], [3.210, -0.029, 0.212], [2.860, -0.610, -1.148], [3.605, -0.808, -2.040], [1.493, -0.886, -1.308], [3.882, 2.043, 0.569], [1.238, 2.447, 1.393], [1.830, 1.528, 3.592], [3.431, 1.889, 2.957], [2.263, -0.776, 3.463], [3.863, -0.473, 2.797], [1.934, -1.581, 1.163], [4.260, -0.251, 0.392], [-2.745, 0.147, -3.582], [-1.913, 0.007, -1.998], [-2.533, 0.916, -0.564], [-3.516, 0.449, 0.323], [-3.745, 1.121, 1.507], [-2.988, 2.245, 1.850], [-2.015, 2.720, 0.994], [-1.787, 2.063, -0.221], [-1.620, -1.661, -1.385], [-1.347, -2.720, -2.258], [-0.735, -3.862, -1.782], [-0.355, -3.973, -0.443], [-0.606, -2.938, 0.432], [-1.226, -1.767, -0.026], [-3.738, -0.303, -3.548], [-2.132, -0.343, -4.339], [-2.828, 1.205, -3.829], [-4.095, -0.433, 0.081], [-4.520, 0.772, 2.177], [-3.183, 2.753, 2.785], [-1.462, 3.620, 1.231], [-1.113, 2.516, -0.949], [-1.613, -2.652, -3.306], [-0.544, -4.684, -2.460], [0.113, -4.884, -0.094], [-0.369, -3.035, 1.484], [-1.569, -1.047, 0.719]], "mulliken_spin": [1.86, 0.00, 0.01, 0.01, 0.01, 0.01, 0.00, 0.00, 0.02, -0.01, 0.01, 0.01, 0.00, -0.01, 0.00, -0.01, 0.00, 0.00, 0.00, 0.00, 0.00, 0.00, 0.03, -0.04, -0.02, 0.04, -0.01, 0.02, -0.03, 0.04, -0.01, 0.05, -0.01, 0.01, 0.01, 0.05, 0.00, 0.00, 0.00, 0.00, 0.00, 0.00, 0.00, -0.02, 0.00, 0.00, 0.00, 0.00, -0.03]}

=====

Entry 3:
{"formula": "C21H22AlCl6F2KNNaO6S", "method": "wB97M-V/def2-TZVPD", "total_charge": 0, "homo_ha": -0.2413, "elements": ["O", "C", "C", "C", "C", "O", "C", "C", "C", "C", "S", "C", "O", "H", "H", "H", "H", "H", "H", "H", "H", "H", "H", "F", "K", "Cl", "Al", "C", "Cl", "Cl", "Cl", "Cl", "Cl", "C", "C", "C", "C", "N", "H", "H", "H", "H", "H", "H", "H", "F", "C", "C", "C", "C", "C", "C", "H", "H", "H", "H", "H", "C", "O", "O", "O", "Na"], "coordinates": [[-4.082, -3.489, 3.782], [-4.014, -3.236, 2.608], [-4.101, -4.286, 1.515], [-4.159, -3.833, 0.180], [-4.170, -2.372, -0.104], [-4.463, -1.994, -1.213], [-3.874, -1.331, 0.981], [-3.731, 0.107, 0.515], [-2.594, 0.931, 1.173], [-1.590, 1.470, 0.158], [-2.376, 2.423, -1.183], [-3.817, -1.774, 2.253], [-3.610, -0.902, 3.299], [-4.102, -5.359, 1.769], [-4.222, -4.516, -0.701], [-4.720, 0.621, 0.559], [-3.508, 0.048, -0.553], [-2.038, 0.270, 1.825], [-3.056, 1.738, 1.751], [-0.936, 2.147, 0.705], [-0.957, 0.672, -0.213], [-1.687, 1.980, -2.254], [-2.776, -1.108, 3.751], [-6.147, -3.193, 1.224], [-3.079, -5.929, -0.487], [-5.944, -5.443, 3.155], [-5.824, -0.560, 2.171], [-3.618, 5.717, -3.469], [-3.402, 3.995, -3.786], [-3.733, 6.592, -5.002], [-5.106, 5.963, -2.540], [-2.242, 6.323, -2.545], [-1.392, -1.705, -0.552], [3.387, -0.852, 0.594], [2.497, -0.816, -0.643], [2.435, 0.564, -1.300], [1.808, 1.563, -0.437], [1.303, 2.344, 0.235], [3.005, -0.199, 1.382], [3.431, -1.864, 0.995], [4.405, -0.539, 0.354], [1.492, -1.150, -0.373], [2.883, -1.529, -1.372], [1.862, 0.491, -2.227], [3.438, 0.895, -1.574], [5.307, -0.821, -2.052], [6.523, -0.238, -2.029], [7.634, -1.014, -1.767], [8.885, -0.414, -1.749], [9.006, 0.949, -1.981], [7.877, 1.714, -2.239], [6.625, 1.117, -2.268], [7.517, -2.073, -1.581], [9.765, -1.011, -1.552], [9.982, 1.415, -1.962], [7.970, 2.777, -2.416], [5.734, 1.695, -2.476], [-0.652, 1.246, 4.367], [-1.102, 0.193, 3.915], [-0.796, 2.379, 3.842], [0.016, 1.352, 5.425], [-7.166, 1.857, 2.119]], "mulliken_charge": [-0.52, 0.34, -1.06, -0.99, 0.53, -0.64, 0.68, -0.33, -0.20, -0.53, -0.21, 0.13, -0.49, 0.35, 0.89, -0.11, 0.74, 0.18, 0.43, 0.51, -0.26, 0.16, 0.36, -0.67, 1.02, -0.54, 0.64, 0.35, -0.09, -0.10, -0.12, -0.09, -0.64, -1.19, -0.17, 0.27, 0.23, -0.54, 0.35, 0.35, 0.23, 0.13, 0.32, 0.39, -0.27, -0.25, 0.46, -0.45, -0.35, -0.52, -0.42, -0.36, 0.41, 0.36, 0.37, 0.36, 0.37, 0.88, -0.48, -0.32, -0.39, 0.50]}

=====

Entry 4:
{"formula": "C21H22As2CoN4O7S", "method": "wB97M-V/def2-TZVPD", "total_charge": -1, "de_lowest_kj_mol": 205.8, "homo_ha": [-0.1934, -0.1935], "elements": ["Co", "O", "As", "O", "O", "C", "C", "C", "C", "C", "C", "S", "O", "O", "O", "H", "H", "H", "H", "H", "C", "C", "C", "C", "C", "C", "C", "C", "N", "H", "H", "H", "H", "H", "H", "N", "C", "O", "C", "C", "N", "C", "N", "H", "H", "C", "As", "C", "C", "H", "H", "H", "H", "H", "H", "H", "H", "H"], "coordinates": [[-0.038, 0.580, 0.148], [-2.887, 0.711, 3.195], [-1.292, -0.128, 3.145], [-0.682, -0.029, 4.642], [-0.450, 0.858, 2.113], [-2.009, -1.928, 2.918], [-2.708, -2.432, 4.003], [-3.258, -3.702, 3.924], [-3.110, -4.464, 2.772], [-2.425, -3.946, 1.684], [-1.881, -2.680, 1.781], [-0.983, -1.869, 0.490], [-0.857, -2.763, -0.632], [0.316, -1.549, 1.113], [-1.766, -0.651, 0.214], [-2.763, 1.503, 2.668], [-2.798, -1.810, 4.887], [-3.806, -4.101, 4.765], [-3.535, -5.457, 2.720], [-2.303, -4.495, 0.762], [-0.750, 2.582, -0.267], [-0.726, 2.625, -1.687], [0.452, 2.973, -2.396], [0.451, 3.097, -3.760], [-0.726, 2.865, -4.492], [-1.888, 2.469, -3.812], [-1.889, 2.354, -2.449], [-0.752, 3.078, -5.877], [-0.786, 3.316, -7.003], [-1.734, 2.605, 0.190], [-0.012, 3.197, 0.246], [1.360, 3.136, -1.827], [1.348, 3.378, -4.295], [-2.784, 2.267, -4.380], [-2.792, 2.066, -1.931], [1.946, -2.065, -1.152], [1.116, -1.300, -1.926], [0.704, -0.191, -1.484], [0.852, -1.722, -3.253], [1.233, -2.991, -3.673], [1.581, -4.043, -3.997], [0.170, -0.906, -4.154], [-0.353, -0.242, -4.937], [1.737, -1.973, -0.162], [2.072, -3.018, -1.467], [2.506, -0.138, 2.723], [2.193, 1.035, 1.195], [3.955, 0.810, 0.278], [2.540, 2.739, 2.147], [3.487, 0.044, 3.171], [2.428, -1.177, 2.406], [1.718, 0.051, 3.455], [4.806, 0.914, 0.954], [4.043, 1.541, -0.527], [3.967, -0.185, -0.170], [3.389, 2.637, 2.825], [1.646, 2.967, 2.727], [2.729, 3.557, 1.450]], "mulliken_charge": [1.17, -0.72, 0.93, -0.83, -0.38, -0.59, -0.63, -0.60, -0.54, -0.39, 0.44, 1.49, -0.67, -0.66, -0.72, 0.28, 0.44, 0.38, 0.39, 0.54, -1.75, 1.06, -0.17, -0.75, 0.49, -0.65, -0.37, -0.04, -0.57, 0.47, 0.51, 0.34, 0.42, 0.42, 0.39, -0.19, 0.56, 0.00, 0.32, -0.42, -0.67, 0.06, -0.61, 0.19, 0.26, -1.22, 0.62, -1.21, -1.18, 0.48, 0.26, 0.37, 0.40, 0.36, 0.36, 0.42, 0.35, 0.36]}

=====

Entry 5:
{"formula": "C21H22Cl5N9O5PRe", "method": "wB97M-V/def2-TZVPD", "s_squared": 0.769, "total_charge": -1, "de_lowest_kj_mol": 281.5, "multiplicity": 2, "homo_ha": [-0.1958, -0.1861], "elements": ["Re", "N", "C", "N", "N", "N", "N", "C", "N", "N", "N", "N", "H", "Cl", "C", "C", "C", "Cl", "C", "Cl", "C", "Cl", "C", "Cl", "C", "O", "P", "O", "C", "O", "C", "H", "H", "H", "H", "H", "H", "H", "H", "H", "O", "O", "C", "C", "C", "C", "C", "C", "C", "C", "C", "C", "H", "H", "H", "H", "H", "H", "H", "H", "H", "H", "H", "H"], "coordinates": [[-1.094, 0.425, -0.085], [-3.944, 0.754, 1.781], [-2.868, 0.139, 2.407], [-2.907, -0.371, 3.621], [-1.687, -0.917, 3.796], [-0.960, -0.755, 2.742], [-1.685, -0.053, 1.843], [-4.155, 0.594, 0.423], [-5.341, 0.573, -0.145], [-5.083, 0.414, -1.465], [-3.820, 0.334, -1.679], [-3.185, 0.459, -0.484], [-4.793, 0.721, 2.324], [-1.540, 3.229, 2.575], [-1.412, 3.599, 0.897], [-1.227, 2.566, -0.015], [-1.137, 2.956, -1.335], [-0.911, 1.549, -2.379], [-1.201, 4.245, -1.821], [-1.056, 4.573, -3.505], [-1.375, 5.255, -0.878], [-1.454, 6.897, -1.399], [-1.482, 4.930, 0.478], [-1.699, 6.198, 1.630], [0.138, -3.339, 1.011], [-0.296, -3.050, -0.330], [-1.428, -1.918, -0.578], [-2.689, -2.454, 0.244], [-3.295, -3.718, -0.033], [-1.879, -2.358, -2.053], [-1.043, -2.143, -3.180], [0.776, -4.217, 0.945], [-0.717, -3.546, 1.655], [0.690, -2.509, 1.447], [-3.907, -3.964, 0.831], [-2.539, -4.491, -0.183], [-3.919, -3.642, -0.922], [-1.662, -2.270, -4.064], [-0.221, -2.862, -3.190], [-0.638, -1.131, -3.174], [1.071, 1.167, 1.339], [1.409, 2.403, 1.042], [2.674, 1.503, -1.348], [2.329, 0.187, -0.631], [2.054, -0.852, -1.713], [1.052, 0.240, 0.252], [3.518, -0.226, 0.242], [3.915, 0.598, 1.301], [4.992, 0.262, 2.105], [5.712, -0.903, 1.869], [5.338, -1.724, 0.819], [4.252, -1.387, 0.016], [1.816, 1.873, -1.913], [3.499, 1.321, -2.045], [2.972, 2.280, -0.652], [1.219, -0.514, -2.325], [1.796, -1.828, -1.301], [2.923, -0.959, -2.367], [1.042, -0.709, 0.805], [3.374, 1.515, 1.497], [5.268, 0.916, 2.924], [6.555, -1.164, 2.498], [5.886, -2.638, 0.619], [3.978, -2.060, -0.787]], "mulliken_spin": [0.81, 0.01, 0.00, 0.00, 0.01, 0.00, 0.00, 0.01, -0.01, 0.03, 0.00, 0.00, 0.00, 0.00, 0.04, 0.07, -0.05, 0.00, -0.02, 0.00, 0.02, 0.00, -0.01, 0.00, 0.00, 0.00, 0.01, 0.01, 0.00, 0.00, 0.00, 0.00, 0.00, 0.00, 0.00, 0.00, 0.00, 0.00, 0.00, 0.00, 0.03, 0.05, 0.00, 0.00, 0.00, -0.06, 0.01, 0.01, 0.00, 0.00, 0.00, 0.00, 0.00, 0.00, 0.00, 0.00, 0.00, 0.00, 0.00, 0.00, 0.00, 0.00, 0.00, 0.00]}

=====

Entry 6:
{"formula": "C21H22F32N3O5", "method": "wB97M-V/def2-TZVPD", "total_charge": 1, "homo_ha": -0.4918, "elements": ["N", "C", "N", "N", "O", "H", "H", "H", "H", "H", "H", "C", "C", "C", "F", "F", "F", "F", "O", "C", "C", "F", "F", "F", "F", "H", "H", "H", "H", "C", "C", "C", "F", "F", "F", "F", "O", "C", "C", "F", "F", "F", "F", "H", "H", "H", "H", "C", "C", "C", "F", "F", "F", "F", "O", "C", "C", "F", "F", "F", "F", "H", "H", "H", "H", "C", "C", "C", "F", "F", "F", "F", "O", "C", "C", "F", "F", "F", "F", "H", "H", "H", "H"], "coordinates": [[3.348, -0.132, -1.409], [3.033, -0.410, -2.733], [3.967, -0.154, -3.699], [1.875, -0.889, -3.092], [0.806, -0.824, -2.242], [3.174, -0.950, -0.825], [2.805, 0.641, -1.027], [3.559, 0.066, -4.602], [4.713, -0.838, -3.782], [1.687, -1.324, -3.996], [0.577, -1.751, -2.034], [-2.067, 2.252, -2.627], [-1.300, 2.532, -1.329], [-1.117, 1.382, -0.337], [-2.281, 0.903, 0.125], [-0.396, 1.823, 0.728], [-1.808, 3.602, -0.699], [-0.016, 2.842, -1.717], [-3.431, 2.588, -2.680], [-4.410, 1.728, -2.248], [-5.187, 2.283, -1.044], [-4.341, 2.586, -0.040], [-6.042, 1.332, -0.618], [-3.913, 0.498, -1.996], [-5.300, 1.603, -3.252], [-1.602, 2.913, -3.357], [-1.891, 1.228, -2.964], [-0.547, 0.566, -0.787], [-5.739, 3.177, -1.339], [3.478, 4.079, 1.817], [2.796, 2.999, 2.666], [1.342, 3.229, 3.091], [1.210, 4.327, 3.846], [0.939, 2.156, 3.820], [3.552, 2.694, 3.734], [2.742, 1.875, 1.865], [4.305, 5.010, 2.474], [3.814, 6.163, 3.034], [4.005, 6.195, 4.559], [3.439, 5.113, 5.129], [3.405, 7.302, 5.040], [2.533, 6.380, 2.688], [4.547, 7.184, 2.543], [4.167, 3.523, 1.182], [2.757, 4.568, 1.159], [0.700, 3.310, 2.211], [5.069, 6.217, 4.798], [1.551, -1.076, 4.211], [0.855, -1.783, 3.043], [-0.571, -1.354, 2.685], [-1.432, -1.554, 3.689], [-0.985, -2.089, 1.615], [0.913, -3.118, 3.193], [1.590, -1.465, 1.916], [1.540, -1.720, 5.465], [0.507, -1.571, 6.354], [-0.225, -2.896, 6.619], [-0.668, -3.433, 5.464], [-1.286, -2.650, 7.414], [-0.345, -0.602, 5.978], [1.048, -1.203, 7.535], [2.604, -1.067, 3.930], [1.234, -0.036, 4.282], [-0.575, -0.298, 2.398], [0.450, -3.600, 7.110], [-2.225, -4.449, -3.162], [-0.929, -3.854, -3.727], [-1.030, -2.619, -4.631], [-1.690, -2.861, -5.756], [0.258, -2.245, -4.968], [-0.176, -4.793, -4.305], [-0.202, -3.390, -2.628], [-2.764, -5.560, -3.829], [-3.608, -5.427, -4.909], [-3.002, -6.022, -6.191], [-1.798, -5.461, -6.441], [-3.825, -5.747, -7.219], [-3.981, -4.147, -5.087], [-4.711, -6.146, -4.642], [-1.939, -4.837, -2.184], [-2.969, -3.669, -2.988], [-1.491, -1.785, -4.097], [-2.885, -7.101, -6.083]], "mulliken_charge": [-0.48, 0.48, -0.43, -0.03, -0.13, 0.34, 0.25, 0.29, 0.27, 0.16, 0.40, -0.72, 1.02, 0.72, -0.23, -0.20, -0.27, -0.31, -0.40, 0.80, 0.15, -0.20, -0.25, -0.25, -0.30, 0.45, 0.20, -0.44, 0.27, -1.01, 1.00, 0.23, -0.23, -0.22, -0.29, -0.19, -0.41, 0.80, 0.18, -0.21, -0.25, -0.29, -0.30, 0.43, 0.39, 0.07, 0.25, -0.68, 0.87, 0.29, -0.23, -0.25, -0.29, -0.26, -0.44, 0.81, 0.17, -0.22, -0.25, -0.28, -0.30, 0.44, 0.39, 0.02, 0.25, -0.91, 0.86, 0.19, -0.19, -0.38, -0.27, -0.34, -0.40, 0.80, 0.18, -0.22, -0.24, -0.29, -0.29, 0.45, 0.44, 0.19, 0.27]}